# C26H42F7N2O10

A cluster of 4 separate species, C26H42F7N2O10 in total (ωB97M-V with the def2-TZVPD basis set, the Open Molecules 2025 dataset).

Its gap between HOMO and LUMO is 0.2726 Eh. The HOMO energy is -12.2149 eV. The value obtained for the total energy is -70113.936 eV. As for the total charge: +1.

```
87
C26H42F7N2O10 ωB97M-V with the def2-TZVPD basis set
C -1.485 -1.024 5.079
C -0.178 -0.631 4.406
C -0.278 0.761 3.747
C -0.722 0.586 2.281
O 0.266 0.971 1.279
C 1.205 0.058 1.063
C 2.137 -0.165 2.080
N 3.117 -1.030 1.937
N 3.366 -1.741 0.871
C 2.510 -1.542 -0.108
C 2.867 -2.366 -1.358
F 1.770 -2.986 -1.832
F 3.740 -3.322 -0.984
C 3.552 -1.551 -2.528
F 2.674 -1.316 -3.519
F 4.547 -2.312 -3.028
C 4.216 -0.217 -2.107
F 3.290 0.689 -1.757
F 4.910 0.255 -3.157
F 5.050 -0.429 -1.077
C 1.390 -0.682 -0.105
C 0.482 -0.515 -1.281
C -0.705 -1.498 -1.359
C -1.424 -1.799 -0.046
H -1.777 -0.257 5.785
H -2.286 -1.103 4.349
H -1.386 -1.977 5.576
H 0.041 -1.398 3.665
H 0.618 -0.679 5.144
H 0.639 1.325 3.859
H -1.053 1.281 4.292
H -1.063 -0.428 2.146
H -1.577 1.219 2.094
H 2.073 0.375 3.002
H 3.758 -1.176 2.707
H 0.058 0.479 -1.192
H 0.999 -0.537 -2.230
H -0.440 -2.432 -1.828
H -1.426 -1.024 -2.012
H -1.923 -2.756 -0.149
H -2.208 -1.083 0.161
H -0.760 -1.899 0.804
C -1.489 7.167 2.960
C -2.748 6.333 3.070
O -2.586 5.290 4.043
C -2.739 5.668 5.310
O -3.015 6.770 5.694
O -2.526 4.603 6.086
C -2.601 4.884 7.488
H -0.626 6.528 2.764
H -1.582 7.890 2.150
H -1.299 7.708 3.885
H -2.952 5.824 2.130
H -3.614 6.949 3.307
H -3.536 5.381 7.736
H -1.757 5.499 7.796
H -2.556 3.926 7.998
C -7.069 1.922 -1.193
C -6.213 2.296 -0.003
O -4.820 2.025 -0.249
C -4.182 2.946 -0.966
O -4.647 3.961 -1.400
O -2.915 2.537 -1.113
C -2.135 3.426 -1.921
H -6.891 0.886 -1.480
H -8.124 2.044 -0.952
H -6.838 2.551 -2.053
H -6.476 1.689 0.861
H -6.343 3.341 0.272
H -2.183 4.449 -1.557
H -2.466 3.383 -2.956
H -1.108 3.076 -1.852
C 3.654 -5.750 -3.996
C 4.370 -4.959 -5.071
O 5.379 -5.745 -5.712
C 4.932 -6.580 -6.650
O 3.789 -6.698 -7.002
O 5.973 -7.244 -7.139
C 5.640 -8.207 -8.145
H 4.373 -6.166 -3.288
H 2.956 -5.110 -3.453
H 3.095 -6.579 -4.428
H 4.892 -4.114 -4.633
H 3.670 -4.571 -5.812
H 5.054 -7.753 -8.940
H 5.094 -9.038 -7.704
H 6.582 -8.566 -8.549
```